Entry 1:
The following is a quantum chemistry calculation of an isolated molecule of C5H8O, from the Open Molecules 2025 dataset.

Computed properties:
- Calculated total energy: -7357.05209 eV
- ΔE to the lowest compared entry with this formula, charge and spin: 120.0 kcal per mole
- LUMO (spin up / spin down): 0.12 / 0.12 eV
- HOMO (spin up / spin down): -0.266 / -0.266 Ha
- Total charge: 0

Cartesian coordinates (Å):
C -1.528 -0.220 -0.632
C -0.596 0.097 0.488
O 0.748 -1.386 0.014
C 0.196 1.305 0.460
C 1.604 0.881 -0.113
C 1.798 -0.414 -0.259
H -1.065 0.043 -1.588
H -1.828 -1.269 -0.650
H -2.425 0.403 -0.510
H -0.768 -0.408 1.436
H 1.031 -1.941 0.761
H -0.221 2.054 -0.222
H 0.355 1.750 1.446
H 2.699 -0.896 -0.631



Entry 2:
The following is a quantum chemistry calculation of an isolated molecule of C5H8O, from the Open Molecules 2025 dataset.

Computed properties:
- Calculated total energy: -7359.77034 eV
- ΔE to the lowest compared entry with this formula, charge and spin: 57.3 kcal per mole
- SMILES string: C=C=C(C)CO
- LUMO: 0.84 eV
- HOMO: -0.341 Ha
- Total charge: 0

Cartesian coordinates (Å):
C 2.171 -0.502 -1.139
C 0.913 -0.245 -0.890
C -0.164 -0.041 -0.174
C 0.224 -0.086 1.311
C -1.587 0.221 -0.636
O -2.199 1.271 0.088
H 2.906 0.296 -1.210
H 2.534 -1.526 -1.176
H 0.673 -1.057 1.527
H -0.573 0.076 2.038
H 0.992 0.671 1.484
H -2.193 -0.700 -0.565
H -1.625 0.532 -1.685
H -2.074 1.090 1.028



Entry 3:
The following is a quantum chemistry calculation of an isolated molecule of C5H5N3O, from the Open Molecules 2025 dataset.

Computed properties:
- Calculated total energy: -11782.58904 eV
- ΔE to the lowest compared entry with this formula, charge and spin: 26.1 kcal per mole
- SMILES string: N#C[C@H](O)c1cc[nH]n1
- LUMO: 0.67 eV
- HOMO: -0.373 Ha
- Total charge: 0

Cartesian coordinates (Å):
N -2.968 -1.363 -0.814
C -2.310 -0.566 -0.278
C -1.487 0.427 0.465
O -1.802 1.701 0.067
C -0.013 0.075 0.213
C 0.779 -1.075 0.503
C 1.994 -0.763 -0.082
N 1.854 0.450 -0.634
N 0.662 0.987 -0.422
H -1.719 0.325 1.559
H -1.017 2.074 -0.460
H 0.545 -1.984 1.055
H 2.931 -1.341 -0.148
H 2.550 1.053 -1.024



Entry 4:
The following is a quantum chemistry calculation of a cluster of 6 separate species, C16H39N6O9P in total, from the Open Molecules 2025 dataset.

Computed properties:
- Calculated total energy: -53886.22540 eV
- SMILES string: NC(=O)OP(O)O.CNC(C)=O.CNC(C)=O.CNC(C)=O.CNC(C)=O.CNC(C)=O
- LUMO: 0.45 eV
- HOMO: -0.339 Ha
- Total charge: 0

Cartesian coordinates (Å):
N 2.602 0.311 -0.956
C 2.282 1.433 -1.711
O 2.762 2.519 -1.583
O 1.371 1.136 -2.709
P -0.263 1.253 -2.425
O -0.551 0.109 -1.307
O -0.488 2.661 -1.661
H 1.762 -0.192 -0.674
H 3.078 0.617 -0.107
H -1.050 0.396 -0.511
H -0.264 2.698 -0.714
C 7.397 -3.485 -1.499
N 6.522 -2.922 -0.491
C 5.450 -2.108 -0.673
C 5.093 -1.708 -2.085
O 4.802 -1.705 0.281
H 7.374 -4.575 -1.468
H 8.427 -3.161 -1.342
H 7.084 -3.163 -2.486
H 6.703 -3.143 0.476
H 4.226 -1.058 -2.020
H 5.914 -1.165 -2.555
H 4.847 -2.575 -2.699
C -4.328 3.736 -2.772
N -3.789 3.556 -1.443
C -4.413 3.430 -0.250
C -5.921 3.441 -0.239
O -3.763 3.268 0.772
H -4.048 2.902 -3.417
H -3.946 4.653 -3.222
H -5.412 3.796 -2.731
H -2.789 3.476 -1.315
H -6.247 3.270 0.783
H -6.356 4.382 -0.577
H -6.297 2.637 -0.873
C -5.106 -1.425 2.553
N -3.908 -0.889 1.941
C -3.807 -0.199 0.783
C -5.086 0.046 0.015
O -2.713 0.199 0.390
H -5.264 -0.985 3.539
H -5.037 -2.507 2.668
H -5.970 -1.208 1.935
H -3.029 -1.019 2.415
H -4.827 0.629 -0.865
H -5.517 -0.901 -0.310
H -5.804 0.604 0.615
C 4.155 3.464 1.535
N 4.146 3.084 2.935
C 4.723 1.997 3.518
C 5.475 1.053 2.609
O 4.625 1.806 4.718
H 4.621 4.442 1.400
H 3.142 3.515 1.134
H 4.712 2.740 0.950
H 3.658 3.679 3.587
H 5.868 0.239 3.210
H 4.817 0.631 1.848
H 6.302 1.563 2.114
C -1.415 -4.231 1.228
N -2.818 -3.999 0.948
C -3.386 -3.565 -0.208
C -2.450 -3.307 -1.362
O -4.595 -3.407 -0.286
H -1.241 -5.272 1.505
H -1.072 -3.597 2.048
H -0.817 -4.004 0.352
H -3.483 -4.171 1.685
H -3.028 -2.985 -2.222
H -1.737 -2.522 -1.103
H -1.907 -4.217 -1.617



Entry 5:
The following is a quantum chemistry calculation of a structure of composition C17H11F4N4S7V, from the Open Molecules 2025 dataset.

Computed properties:
- Spin multiplicity: 3
- Calculated total energy: -136175.58736 eV
- ΔE to the lowest compared entry with this formula, charge and spin: 20.0 kcal per mole
- LUMO (spin up / spin down): 4.16 / 4.16 eV
- HOMO (spin up / spin down): -0.060 / -0.067 Ha
- Total charge: -2

Cartesian coordinates (Å):
V -0.098 -1.046 0.421
C 0.983 0.586 -3.726
N 0.667 0.974 -2.372
C 1.442 2.129 -1.993
C -0.760 1.105 -2.168
C -1.153 1.501 -0.734
N -0.322 0.908 0.286
C -0.141 1.579 1.414
C 0.922 1.171 2.276
F 1.667 0.101 1.848
C 1.239 1.793 3.455
F 2.296 1.376 4.192
C 0.504 2.878 3.920
C -0.564 3.284 3.136
F -1.317 4.326 3.579
C -0.884 2.685 1.937
F -1.990 3.158 1.290
H 0.886 1.433 -4.430
H 0.318 -0.211 -4.056
H 2.007 0.211 -3.756
H 1.233 3.010 -2.634
H 2.499 1.874 -2.082
H 1.248 2.388 -0.954
H -1.197 0.132 -2.405
H -1.217 1.856 -2.851
H -2.210 1.216 -0.589
H -1.082 2.595 -0.677
H 0.730 3.348 4.861
S -1.711 -0.839 2.161
C -1.440 -2.226 3.156
C -2.227 -2.381 4.299
N -2.874 -2.514 5.244
C -0.453 -3.142 2.853
S 0.621 -2.896 1.509
C -0.250 -4.299 3.604
N -0.057 -5.275 4.189
S 0.658 -4.398 -5.927
C 0.490 -3.637 -4.475
S -1.040 -3.386 -3.684
C -0.422 -2.538 -2.272
C 0.924 -2.335 -2.222
S 1.746 -1.478 -1.009
S 1.839 -2.999 -3.580
S -1.508 -2.022 -1.034



Entry 6:
The following is a quantum chemistry calculation of an isolated molecule of C23H34N4O2, from the Open Molecules 2025 dataset.

Computed properties:
- Calculated total energy: -34457.41089 eV
- ΔE to the lowest compared entry with this formula, charge and spin: 67.9 kcal per mole
- SMILES string: CC1(C)[C@@H](CNC(=O)c2cnn(CC3CC3)c2)CCN1C(=O)C1CC2(CCC2)C1
- LUMO: 0.58 eV
- HOMO: -0.334 Ha
- Total charge: 0

Cartesian coordinates (Å):
C 0.247 -2.167 1.384
C -0.581 -0.908 1.121
C -0.790 -0.118 2.412
C 0.027 -0.009 0.014
C 1.547 0.037 -0.080
N 2.194 0.589 1.095
C 2.173 1.926 1.344
O 1.665 2.718 0.567
C 2.783 2.358 2.617
C 3.125 3.681 2.957
N 3.614 3.758 4.181
N 3.593 2.499 4.647
C 4.072 2.187 5.989
C 3.673 3.218 7.004
C 4.497 3.323 8.258
C 4.550 4.410 7.224
C 3.096 1.631 3.748
C -0.608 -0.515 -1.276
C -2.038 -0.801 -0.854
N -1.884 -1.291 0.515
C -2.825 -2.011 1.178
O -2.653 -2.435 2.313
C -4.125 -2.255 0.444
C -5.273 -2.878 1.256
C -6.246 -1.932 0.540
C -7.088 -2.425 -0.657
C -8.149 -1.366 -0.284
C -7.519 -1.303 1.126
C -5.048 -1.039 0.158
H 1.188 -1.915 1.877
H -0.309 -2.836 2.037
H 0.473 -2.695 0.455
H 0.166 0.271 2.765
H -1.450 0.732 2.229
H -1.230 -0.746 3.184
H -0.320 1.014 0.189
H 1.952 -0.961 -0.251
H 1.815 0.656 -0.939
H 2.701 -0.017 1.714
H 3.023 4.563 2.346
H 3.668 1.206 6.243
H 5.163 2.105 5.966
H 2.605 3.370 7.102
H 3.979 3.518 9.186
H 5.354 2.670 8.353
H 5.436 4.489 6.609
H 4.069 5.353 7.442
H 2.980 0.587 3.992
H -0.546 0.211 -2.087
H -0.120 -1.437 -1.606
H -2.638 0.114 -0.881
H -2.525 -1.541 -1.487
H -3.938 -2.819 -0.473
H -5.447 -3.949 1.156
H -5.156 -2.631 2.312
H -6.635 -2.376 -1.649
H -7.458 -3.438 -0.485
H -7.998 -0.436 -0.832
H -9.197 -1.652 -0.361
H -8.015 -1.989 1.817
H -7.419 -0.328 1.604
H -4.885 -0.250 0.897
H -5.039 -0.604 -0.842



Entry 7:
The following is a quantum chemistry calculation of a structure of composition C31H24HfN7O2S6, from the Open Molecules 2025 dataset.

Computed properties:
- Calculated total energy: -113380.42548 eV
- ΔE to the lowest compared entry with this formula, charge and spin: 28.2 kcal per mole
- LUMO: -3.40 eV
- HOMO: -0.351 Ha
- Total charge: +1

Cartesian coordinates (Å):
Hf 0.297 0.201 0.392
O 0.067 -2.591 3.440
C 0.415 -1.757 2.630
N -0.050 -1.567 1.380
C -1.257 -2.172 0.968
C -1.549 -3.522 1.061
C -2.786 -3.980 0.634
C -3.735 -3.094 0.153
C -3.463 -1.739 0.057
C -2.218 -1.268 0.454
N -1.794 0.062 0.487
C -2.536 1.129 0.167
O -3.592 1.193 -0.452
C -1.887 2.366 0.740
C -2.599 3.558 0.750
C -2.058 4.658 1.392
C -0.827 4.510 2.014
C -0.169 3.292 1.933
N -0.670 2.231 1.301
C 1.515 -0.756 2.950
C 2.380 -0.987 4.014
C 3.418 -0.098 4.234
C 3.559 0.994 3.385
C 2.645 1.167 2.364
N 1.631 0.320 2.154
H -0.812 -4.190 1.475
H -3.018 -5.031 0.690
H -4.713 -3.450 -0.126
H -4.206 -1.042 -0.297
H -3.562 3.577 0.262
H -2.584 5.600 1.414
H -0.379 5.325 2.559
H 0.799 3.159 2.402
H 2.225 -1.866 4.622
H 4.118 -0.255 5.040
H 4.373 1.692 3.503
H 2.729 1.992 1.663
C -0.811 4.760 -2.578
N -1.426 3.467 -2.672
C -2.641 3.178 -3.228
C -2.811 1.843 -3.188
N -1.680 1.285 -2.609
C -0.854 2.322 -2.243
S 0.603 2.298 -1.414
C -1.417 -0.085 -2.535
C -2.152 -0.971 -3.327
C -1.876 -2.323 -3.259
C -0.848 -2.759 -2.433
C -0.155 -1.822 -1.696
N -0.438 -0.509 -1.720
H -1.507 5.517 -2.928
H 0.093 4.785 -3.189
H -0.526 4.964 -1.546
H -3.300 3.940 -3.589
H -3.668 1.270 -3.462
H -2.908 -0.606 -4.000
H -2.443 -3.027 -3.848
H -0.585 -3.800 -2.365
H 0.688 -2.105 -1.064
C 2.884 -4.383 0.213
S 2.736 -2.681 0.850
C 4.118 -1.919 0.073
C 4.009 -0.746 -0.584
S 2.574 0.174 -0.883
S 5.494 -0.103 -1.264
C 6.557 -1.404 -0.744
S 8.137 -1.483 -1.112
S 5.727 -2.617 0.215
H 2.286 -5.006 0.870
H 3.926 -4.687 0.256
H 2.507 -4.424 -0.805



Entry 8:
The following is a quantum chemistry calculation of a structure of composition C24H18BrNO5RhSTe, from the Open Molecules 2025 dataset.

Computed properties:
- Calculated total energy: -128087.80714 eV
- ΔE to the lowest compared entry with this formula, charge and spin: 48.8 kcal per mole
- LUMO (spin up / spin down): 0.52 / 0.73 eV
- HOMO (spin up / spin down): -0.186 / -0.186 Ha
- Total charge: -1

Cartesian coordinates (Å):
Rh -0.343 0.382 -1.380
Br -2.402 -0.689 -2.696
C -2.061 -2.488 -2.061
C -2.998 -3.457 -2.301
C -2.741 -4.777 -1.910
C -1.546 -5.098 -1.327
C -0.574 -4.109 -1.070
C 0.671 -4.434 -0.489
C 1.578 -3.452 -0.200
C 1.257 -2.105 -0.429
C 0.078 -1.725 -1.032
C -0.842 -2.743 -1.397
H -3.923 -3.205 -2.795
H -3.493 -5.534 -2.078
H -1.325 -6.123 -1.059
H 0.898 -5.469 -0.269
H 2.535 -3.707 0.240
H 1.965 -1.347 -0.114
O -1.187 0.962 5.731
C -2.144 1.241 5.020
O -3.243 1.733 5.215
C -1.875 0.866 3.495
C -1.062 -0.215 3.189
C -0.864 -0.537 1.857
N -1.363 0.194 0.868
C -2.106 1.251 1.168
C -2.426 1.611 2.472
C -2.549 2.151 -0.009
O -3.484 2.916 0.162
O -1.834 2.044 -1.037
H -0.614 -0.794 3.982
H -0.275 -1.395 1.559
H -3.086 2.444 2.655
C 0.167 4.279 -0.336
C 0.643 2.986 0.261
C 0.687 2.932 1.765
O 1.002 2.038 -0.419
H 0.370 5.119 0.320
H -0.911 4.204 -0.489
H 0.619 4.429 -1.312
H 1.575 3.467 2.103
H 0.751 1.900 2.105
H -0.184 3.411 2.208
Te 1.059 0.810 -3.602
C 2.949 0.904 -2.703
C 3.670 2.023 -2.405
C 4.939 1.749 -1.860
C 5.189 0.417 -1.756
S 3.856 -0.522 -2.311
H 3.286 3.014 -2.573
H 5.639 2.514 -1.565
H 6.074 -0.068 -1.392



Entry 9:
The following is a quantum chemistry calculation of a cluster of 2 separate species, C5H7Br in total, from the Open Molecules 2025 dataset.

Computed properties:
- Calculated total energy: -75334.95161 eV
- ΔE to the lowest compared entry with this formula, charge and spin: 112.2 kcal per mole
- LUMO: 0.50 eV
- HOMO: -0.299 Ha
- Total charge: 0

Cartesian coordinates (Å):
C 1.602 1.515 -0.117
C 0.394 1.650 -0.609
C -0.480 -1.177 1.033
C -0.341 -1.401 -0.452
C -0.962 -0.210 0.021
Br -2.658 0.655 -0.496
H 2.412 2.095 -0.512
H 1.653 0.800 0.683
H -0.369 2.056 -1.250
H -1.202 -1.702 1.547
H 0.292 -0.716 1.604
H 0.781 -1.465 -0.751
H -1.121 -2.100 -0.701



Entry 10:
The following is a quantum chemistry calculation of an isolated molecule of C4N2, from the Open Molecules 2025 dataset.

Computed properties:
- Calculated total energy: -7123.73300 eV
- ΔE to the lowest compared entry with this formula, charge and spin: 28.9 kcal per mole
- SMILES string: N#CC#CC#N
- LUMO: -1.27 eV
- HOMO: -0.433 Ha
- Total charge: 0

Cartesian coordinates (Å):
N 3.166 -0.288 0.033
C 2.043 -0.063 -0.055
C 0.591 0.304 -0.006
C -0.603 0.381 -0.083
C -2.032 0.006 0.213
N -3.164 -0.340 -0.102



Entry 11:
The following is a quantum chemistry calculation of an isolated molecule of C11H20N2O3, from the Open Molecules 2025 dataset.

Computed properties:
- Calculated total energy: -20855.24643 eV
- ΔE to the lowest compared entry with this formula, charge and spin: 5.8 kcal per mole
- SMILES string: CCOC(=O)NNC(=O)[C@H]1CC[C@@H](C)CC1
- LUMO: 0.89 eV
- HOMO: -0.361 Ha
- Total charge: 0

Cartesian coordinates (Å):
C -1.957 -1.602 3.512
C -2.983 -0.491 3.346
O -3.344 -0.314 1.974
C -2.493 0.405 1.232
O -1.489 0.941 1.620
N -2.982 0.543 -0.052
N -2.075 0.940 -1.034
C -1.017 0.110 -1.335
O -1.036 -1.052 -1.009
C 0.055 0.803 -2.159
C 1.001 -0.201 -2.823
C 1.882 -0.921 -1.806
C 2.669 0.066 -0.945
C 3.527 -0.673 0.077
C 1.695 1.019 -0.253
C 0.854 1.774 -1.276
H -1.037 -1.334 2.999
H -2.336 -2.530 3.092
H -1.744 -1.747 4.567
H -2.586 0.453 3.733
H -3.920 -0.736 3.850
H -3.653 -0.155 -0.350
H -1.956 1.942 -1.105
H -0.463 1.376 -2.938
H 0.414 -0.936 -3.379
H 1.631 0.339 -3.535
H 1.252 -1.535 -1.163
H 2.571 -1.583 -2.335
H 3.328 0.655 -1.596
H 2.897 -1.263 0.739
H 4.095 0.031 0.682
H 4.225 -1.342 -0.421
H 1.035 0.455 0.409
H 2.247 1.735 0.360
H 0.185 2.463 -0.758
H 1.510 2.365 -1.921



The highest total charge belongs to which entry? C31H24HfN7O2S6



The highest total charge belongs to which entry? C31H24HfN7O2S6



Among the records above, which one has the highest total charge? C31H24HfN7O2S6



What is the formula in the third record? C5H5N3O